(1)
Entry from the Open Molecules 2025 dataset: a molecular structure, C46H92F2IN3O15PS at a distorted geometry (the ωB97M-V functional and the def2-TZVPD basis).

The value obtained for the frontier orbital gap is 7.485 eV. The energy comes out at -4337.51829 a.u. For the HOMO energy, the calculation gives -10.497 eV.

Geometry as ORCA input:
```
! wB97M-V def2-TZVPD RIJCOSX def2/J DEFGRID3
* xyz 1 1
C -2.62782 -3.84458 1.56130
C -1.30870 -3.10602 1.38452
C -1.31583 -1.70526 1.93362
O -2.45677 -0.95346 1.49560
C -2.29295 0.42198 1.63993
N -2.24180 1.05721 0.29410
C -1.36652 0.28931 -0.48487
N -1.85641 -0.72924 -1.10162
C -1.09725 -1.62410 -1.98587
F -0.67312 -0.97420 -3.09408
C -2.00421 -2.77088 -2.38041
C -3.10463 -2.30500 -3.34476
N -0.03412 0.57382 -0.73520
C 0.19876 1.95541 -0.28461
S 1.97689 2.28903 -0.33062
C 2.81311 2.39479 -1.89056
O 2.47577 1.07603 0.28630
O 2.38367 3.39628 0.46619
C -0.94501 2.90200 -0.76186
C -1.29557 2.80371 -2.30190
C -0.05010 2.46927 -3.15634
C -2.38215 1.83513 -2.83676
C -3.35920 2.55672 -3.80005
C -2.80468 2.62918 -5.21377
P -0.42992 4.69169 -0.60585
O 0.03224 5.09988 0.70445
O -1.64540 5.64463 -1.04455
O 0.71235 4.96995 -1.70241
C -2.08906 2.51462 0.23730
I -4.08713 3.30967 -0.44443
C -2.10251 3.23575 1.62956
C -0.93912 3.12801 2.60482
F -2.46719 4.55580 1.53987
H -3.50789 -3.27901 1.27718
H -2.57038 -4.74670 0.95171
H -2.65760 -4.19029 2.58376
H -0.91490 -3.13529 0.36813
H -0.57230 -3.62612 1.98539
H -0.36801 -1.25281 1.63528
H -1.33168 -1.74160 3.02014
H -3.16764 0.77233 2.17223
H -1.39186 0.58307 2.22217
H -2.83824 -0.92588 -0.94812
H -0.25463 -2.00029 -1.41750
H -1.43939 -3.62211 -2.73365
H -2.50404 -3.07507 -1.46211
H -3.07206 -1.22963 -3.49494
H -3.01439 -2.75004 -4.32768
H -4.09417 -2.52361 -2.96794
H 0.51135 -0.04783 -0.12331
H 0.07811 1.86508 0.79152
H 2.77206 3.39404 -2.29853
H 2.51093 1.65319 -2.61155
H 3.84507 2.18753 -1.64168
H -1.59126 3.76720 -2.69498
H 0.65018 3.29340 -3.24272
H -0.36939 2.25020 -4.16286
H 0.46254 1.58018 -2.80929
H -1.98363 1.02728 -3.43730
H -3.01403 1.35537 -2.09944
H -3.58961 3.54377 -3.41652
H -4.29783 2.01111 -3.81980
H -3.50877 3.18562 -5.82028
H -1.88482 3.19876 -5.27336
H -2.65991 1.62771 -5.59173
H -1.53730 5.86614 -1.98517
H 0.75068 5.92419 -1.88296
H -2.97102 2.84153 2.15059
H -0.98638 2.26040 3.25284
H 0.05713 3.16098 2.18149
H -0.99887 3.98048 3.26651
C -1.63608 -1.49154 -7.82681
C -0.89848 -0.83422 -6.68716
O -0.95981 0.36103 -6.49840
C -0.08904 -1.72719 -5.78245
H -2.17838 -0.73632 -8.39132
H -0.92887 -1.99014 -8.49109
H -2.34743 -2.22277 -7.43944
H 0.68463 -2.23867 -6.35715
H -0.73357 -2.46324 -5.30675
H 0.38432 -1.12549 -5.00997
C -3.46757 5.05260 -9.96054
C -2.59470 4.93430 -8.73574
O -3.02793 5.14941 -7.62745
C -1.15584 4.53439 -8.95527
H -4.47155 5.34471 -9.66200
H -3.06458 5.80938 -10.63511
H -3.51690 4.09361 -10.47857
H -0.65583 5.26946 -9.58781
H -1.10903 3.55353 -9.43064
H -0.64374 4.48600 -7.99686
C -4.03175 -4.46076 6.00569
C -2.63932 -4.84833 5.57587
O -2.06393 -4.25698 4.68988
C -1.99516 -6.00502 6.29694
H -4.37402 -3.61890 5.40795
H -4.71431 -5.29924 5.86010
H -4.03093 -4.17124 7.05750
H -2.59298 -6.90774 6.16329
H -1.90893 -5.78033 7.36105
H -1.00116 -6.17630 5.89010
C 0.59652 -7.04833 0.36507
C -0.74855 -7.59166 0.78439
O -1.63642 -6.85851 1.15402
C -0.93377 -9.08754 0.72230
H 0.59402 -5.96400 0.45883
H 1.38057 -7.45595 1.00454
H 0.79990 -7.31496 -0.67353
H -0.21383 -9.58105 1.37684
H -0.79473 -9.43967 -0.30099
H -1.93941 -9.34102 1.04907
C 2.41404 6.45959 1.90272
C 3.16674 6.90987 3.12700
O 3.10446 8.04325 3.54206
C 4.00719 5.86068 3.81882
H 1.84573 7.29520 1.50045
H 3.11230 6.10449 1.14263
H 1.72457 5.65969 2.15995
H 4.76891 5.48653 3.13474
H 3.37602 5.03570 4.15325
H 4.49779 6.30213 4.68410
C 2.42509 -4.67746 -4.55444
C 1.04033 -5.11009 -4.14350
O 0.11621 -4.32623 -4.11416
C 0.85681 -6.55954 -3.77195
H 2.41775 -3.61628 -4.79424
H 3.12800 -4.85075 -3.73843
H 2.74561 -5.23716 -5.43418
H 1.49486 -6.81087 -2.92334
H 1.11199 -7.19762 -4.61898
H -0.18120 -6.73535 -3.49835
C 3.32160 -1.18072 3.86403
C 1.94999 -1.79549 3.74774
O 1.53584 -2.20961 2.68329
C 1.12335 -1.86833 5.00350
H 3.80754 -1.18838 2.89074
H 3.24033 -0.14903 4.20999
H 3.92822 -1.75243 4.56773
H 0.94953 -0.86892 5.39608
H 1.63831 -2.46736 5.75513
H 0.16332 -2.33367 4.78304
C 6.47820 2.76377 2.94163
C 7.34817 2.75516 4.17598
O 7.16073 1.96590 5.07148
C 8.45861 3.77545 4.23989
H 5.72392 1.98452 3.02723
H 5.97983 3.72746 2.84377
H 7.08343 2.57286 2.05394
H 8.04334 4.78370 4.19465
H 9.14935 3.62939 3.40798
H 9.00221 3.65950 5.17440
C 2.07874 0.66288 8.67999
C 0.70564 0.04795 8.57105
O 0.28236 -0.37199 7.51660
C -0.11637 -0.02120 9.83303
H 2.56122 0.65025 7.70495
H 1.99972 1.69572 9.02193
H 2.68829 0.09372 9.38311
H -0.28704 0.98328 10.22273
H 0.40181 -0.61876 10.58437
H -1.07646 -0.48315 9.61493
*
```


(2)
Entry from the Open Molecules 2025 dataset: 7 unconnected molecules or ions with the total composition C33H80O21S3 at a distorted geometry (the ωB97M-V functional and the def2-TZVPD basis).

The value obtained for the frontier orbital gap (spin up / spin down) is 8.056 / 1.565 eV. The energy comes out at -4079.15196 a.u. For the HOMO energy (spin up / spin down), the calculation gives -10.378 / -10.378 eV.

Geometry as ORCA input:
```
! wB97M-V def2-TZVPD RIJCOSX def2/J DEFGRID3
* xyz 1 2
O 2.04736 4.48101 -0.47880
S 0.90485 4.91053 -1.28532
O 0.19998 3.99672 -2.22312
O -0.22003 5.71121 -0.29896
C 0.06374 6.36780 0.92013
C -0.78318 5.65543 1.94112
C 1.41932 6.35361 -2.27621
H -0.36317 7.35949 0.77051
H 1.12001 6.32658 1.18598
H -1.86318 5.76460 1.84229
H -0.65693 6.04635 2.95074
H -0.58285 4.58510 1.89223
H 2.22701 6.11893 -2.96951
H 1.85966 7.08990 -1.60383
H 0.61035 6.76665 -2.87878
O -1.19642 2.09810 2.37949
S -0.51548 0.98774 2.97704
O -1.29466 -0.15878 3.55109
O 0.62558 0.46520 1.92914
C 1.26438 1.52500 1.31766
C 2.44540 0.99043 0.37976
C 0.65681 1.62255 4.25230
H 1.61748 2.26265 2.03828
H 0.59421 2.11459 0.69207
H 1.97040 0.53521 -0.48930
H 3.10129 0.32921 0.94604
H 3.03523 1.79958 -0.05091
H 0.74219 2.70167 4.12456
H 1.59814 1.08342 4.14588
H 0.24284 1.47814 5.25025
O -2.62971 1.16904 6.26850
S -4.00470 1.45105 6.59713
O -4.44070 2.10238 7.87154
O -4.72544 2.31434 5.38128
C -4.32497 3.69109 5.27896
C -4.16224 3.96655 3.73907
C -4.94690 -0.17120 6.43826
H -3.41244 3.88890 5.84133
H -5.20414 4.22898 5.63369
H -3.21690 3.51787 3.43390
H -4.01633 5.02443 3.52070
H -4.96865 3.53191 3.14840
H -4.57905 -0.70763 5.56360
H -5.94482 0.25122 6.32072
H -4.89814 -0.70714 7.38614
C 2.56940 1.10449 -4.00373
O 2.54096 -0.01187 -4.87659
C 1.57110 0.11759 -5.86424
C 1.64287 -0.92593 -7.06148
O 0.91510 -0.73181 -8.29705
C 1.26447 0.33406 -9.09510
C 0.14598 0.32047 -10.11070
O -1.19810 0.71619 -9.72387
C -1.85689 -0.15264 -8.86481
H 1.72832 1.11526 -3.31050
H 2.58813 2.06368 -4.52112
H 3.43102 1.08598 -3.33637
H 1.69012 1.12163 -6.27146
H 0.58045 0.09076 -5.41036
H 1.27524 -1.88404 -6.69411
H 2.65060 -1.22904 -7.34556
H 2.22668 0.18984 -9.58646
H 1.31888 1.30705 -8.60681
H 0.16209 -0.64718 -10.61219
H 0.50509 1.00819 -10.87633
H -1.89261 -1.06287 -9.46340
H -2.87133 0.21510 -8.71055
H -1.36351 -0.38712 -7.92157
C 7.44230 -3.17581 -6.32895
O 6.18212 -3.05978 -5.69064
C 6.01124 -2.11902 -4.55883
C 5.89464 -2.85459 -3.17830
O 5.95685 -1.75389 -2.27234
C 5.69132 -1.99948 -0.89393
C 4.22319 -2.13459 -0.48192
O 3.85442 -3.48288 -0.59491
C 2.44541 -3.75856 -0.27708
H 8.26320 -2.69113 -5.80045
H 7.37005 -2.71466 -7.31394
H 7.75298 -4.20844 -6.48782
H 4.97484 -1.83167 -4.73601
H 6.68640 -1.26340 -4.57273
H 6.68236 -3.57156 -2.94682
H 4.88748 -3.20999 -2.96057
H 5.99425 -1.00361 -0.57055
H 6.22241 -2.86972 -0.50827
H 3.74243 -1.44191 -1.17269
H 4.17465 -1.77409 0.54559
H 1.80743 -2.99334 -0.71926
H 2.30834 -3.57513 0.78859
H 2.01447 -4.74846 -0.42704
C -6.55733 -3.99313 -1.36953
O -5.67605 -2.94473 -1.44058
C -6.11947 -1.61685 -1.36569
C -4.94964 -0.65631 -1.29876
O -4.19788 -0.79957 -0.09790
C -3.23896 0.12345 0.20660
C -2.07187 0.15827 -0.85128
O -2.40947 0.59496 -2.18107
C -1.29334 0.91359 -3.03457
H -6.06261 -4.93949 -1.58806
H -7.40948 -3.92734 -2.04599
H -7.02411 -3.98060 -0.38461
H -6.61901 -1.44777 -0.41177
H -6.72887 -1.34116 -2.22635
H -5.36869 0.34716 -1.37330
H -4.22160 -0.77702 -2.10094
H -2.83375 -0.17605 1.17314
H -3.65468 1.10948 0.41404
H -1.61273 -0.82874 -0.90714
H -1.26545 0.81584 -0.52665
H -0.77023 1.77983 -2.62949
H -1.55600 1.10606 -4.07479
H -0.52559 0.14246 -3.09804
C -3.87761 -3.49036 8.67091
O -2.92534 -2.69269 7.94415
C -1.65627 -3.10872 7.60951
C -1.01196 -2.06221 6.69721
O 0.11741 -2.62666 5.99251
C 1.39088 -2.32392 6.57602
C 2.57942 -2.99734 5.92779
O 3.06226 -2.31490 4.80139
C 2.15254 -2.07239 3.67105
H -4.67973 -3.83706 8.01937
H -4.31030 -3.02349 9.55573
H -3.40247 -4.44720 8.88728
H -1.80765 -4.06774 7.11407
H -1.05989 -3.11738 8.52185
H -0.75388 -1.16329 7.25706
H -1.72678 -1.80524 5.91549
H 1.37366 -2.58416 7.63436
H 1.55565 -1.25327 6.45496
H 2.23941 -4.00052 5.67063
H 3.44530 -3.08297 6.58430
H 2.72380 -1.48395 2.95306
H 1.24173 -1.53498 3.93507
H 1.89454 -3.01438 3.18712
*
```


(3)
Entry from the Open Molecules 2025 dataset: a molecular structure, C15H36N2O6P2 at a distorted geometry (the ωB97M-V functional and the def2-TZVPD basis).

The value obtained for the frontier orbital gap is 9.048 eV. The energy comes out at -1836.12811 a.u. As for the energy above the lowest of the compared OMol25 structures with the same formula, charge and spin: 23.889 eV. For the HOMO energy, the calculation gives -8.341 eV.

Geometry as ORCA input:
```
! wB97M-V def2-TZVPD RIJCOSX def2/J DEFGRID3
* xyz 0 1
C 4.10471 3.92441 -1.05297
C 2.58420 3.97005 -1.71353
C 1.51315 3.23579 -0.86169
C 1.70102 1.84946 -0.84133
N 0.73877 1.31727 -0.05140
C -0.47483 1.52981 -0.18464
P -1.58362 0.38808 0.72479
O -1.37684 -0.64274 1.60192
O -2.74478 -0.50817 -0.45737
C -3.03433 -0.17357 -1.70382
C -3.58620 0.94367 -1.94271
H -3.77206 1.22527 -3.12485
H -3.18961 2.10542 -1.59496
H -4.63634 1.03142 -1.37936
H -2.07294 -0.22391 -2.36733
H -3.51117 -0.98299 -1.98017
O -2.66399 1.64924 1.23987
C -3.65356 1.22537 2.06837
C -3.41740 1.12199 3.44117
H -2.87585 2.20867 3.79853
H -4.17676 1.04470 3.99438
H -2.35109 0.46359 3.76952
H -4.45663 1.76685 1.81166
H -3.91918 0.11799 1.90134
H -0.89389 2.25650 -0.10643
H -0.74902 1.32781 -1.27763
C 1.15664 1.46579 1.48337
H 0.27851 1.12181 2.03139
C 2.14720 0.11534 1.92176
N 1.33658 -1.12264 1.56639
P 0.98359 -1.53186 -0.17451
O -0.33264 -1.03681 -0.88232
O 1.12826 -3.07517 -0.18753
C -0.03149 -3.71801 -0.16014
C -0.55843 -3.85340 1.26476
H -0.96937 -3.16495 1.57719
H -1.45056 -4.68623 1.15968
H 0.31648 -4.21013 2.21254
H -0.74971 -3.48569 -0.81025
H 0.47358 -4.93008 -0.46038
O 2.29793 -0.91950 -0.68635
C 3.00996 -1.69707 -1.86521
C 1.92100 -1.43655 -3.21068
H 1.75083 -0.30211 -3.45282
H 2.28808 -2.08568 -4.17583
H 0.69368 -1.85893 -2.87833
H 2.83114 -2.63086 -1.72093
H 3.62007 -1.10082 -2.15979
H 0.41362 -1.30017 1.88000
H 2.39427 0.00733 2.91120
H 2.95639 0.01879 1.26079
H 1.72794 2.16324 1.63362
H 1.39927 1.32748 -1.87078
H 2.73643 1.61353 -0.42143
H 0.59084 3.67236 -1.12854
H 1.78254 3.66973 0.32426
H 2.44729 5.10756 -2.00378
H 2.83098 3.50914 -2.71773
H 4.45873 2.80826 -1.01401
H 4.80574 4.43730 -1.45871
H 4.01765 4.46507 -0.22299
*
```


(4)
Entry from the Open Molecules 2025 dataset: 2 unconnected molecules or ions with the total composition C4H5I at a distorted geometry (the ωB97M-V functional and the def2-TZVPD basis).

The value obtained for the frontier orbital gap (spin up / spin down) is 7.522 / 8.085 eV. The energy comes out at -452.85966 a.u. As for the energy above the lowest of the compared OMol25 structures with the same formula, charge and spin: 5.130 eV. For the HOMO energy (spin up / spin down), the calculation gives -8.191 / -8.483 eV.

Geometry as ORCA input:
```
! wB97M-V def2-TZVPD RIJCOSX def2/J DEFGRID3
* xyz 0 1
C -1.54140 -0.42961 0.07913
C -0.42689 0.25937 -0.11296
C 0.74836 -0.48482 0.14764
C 2.52750 0.66229 0.33474
I 4.55398 0.02588 0.20346
H -2.56394 -0.20693 -0.28792
H -1.51781 -1.45269 0.41793
H -0.41684 1.28782 -0.49067
H 0.77555 -1.37792 0.65559
H 2.22972 1.39247 -0.31004
*
```